Here is 2 unconnected molecules or ions with the total composition C2H6ClO2P in a non-equilibrium geometry from OMol25. Energies are from ωB97M-V/def2-TZVPD.

Output
- electronic energy (eV) = -28077.817
- energy relative to the best compared isomer or geometry (same formula, charge and spin) (kJ/mol) = 142.4
- LUMO energy (eV) = 0.22
- Kohn-Sham gap (eV) = 10.43

```
! wB97M-V def2-TZVPD RIJCOSX def2/J DEFGRID3
* xyz 0 1
Cl 3.39 3.07 -2.41
P -0.26 2.32 1.69
O -1.31 3.29 1.39
O 0.35 1.90 0.28
C 1.28 0.81 -0.11
C 0.84 0.36 -1.37
H 1.32 0.07 0.70
H 0.03 -0.42 -1.23
H 4.45 2.43 -2.09
H 1.69 -0.26 -1.84
H 0.44 1.21 -1.95
H 2.24 1.33 -0.31
*
```